## i
Entry from the OMol25 dataset: CH3NO2S in the gas phase (ωB97M-V with the def2-TZVPD basis set).

Structure (XYZ):
```
8
Properties=species:S:1:pos:R:3
N -1.90 0.42 -0.08
S -0.42 1.04 0.18
O 0.55 -0.34 0.30
C 1.82 -0.55 -0.01
O 2.88 0.09 0.02
H -2.39 0.31 0.77
H -2.36 0.57 -0.88
H 1.81 -1.54 -0.31
```

Charge   0
Structure (SMILES)   NSOC=O
Lowest unoccupied orbital energy   0.495 eV



## ii
Entry from the OMol25 dataset: 2 unconnected molecules or ions with the total composition CH3NO2S (ωB97M-V with the def2-TZVPD basis set).

Structure (XYZ):
```
8
Properties=species:S:1:pos:R:3
C 0.43 0.00 0.39
N -1.02 -0.17 0.65
O -0.75 2.17 1.42
O -0.22 0.39 3.10
S -0.35 0.88 1.74
H 1.13 -0.85 0.39
H 0.66 1.12 -0.50
H -1.67 -0.79 0.18
```

Charge   0
Lowest unoccupied orbital energy   0.554 eV



## iii
Entry from the OMol25 dataset: CH3NO2S in the gas phase (ωB97M-V with the def2-TZVPD basis set).

Structure (XYZ):
```
8
Properties=species:S:1:pos:R:3
O 0.84 1.79 -0.57
S 0.13 0.87 0.32
O -0.42 1.44 1.54
C 0.29 -0.83 0.11
N -1.02 -0.08 -0.42
H 0.17 -1.56 0.85
H 1.01 -1.39 -0.45
H -1.02 -0.25 -1.38
```

Charge   0
Structure (SMILES)   O=S1(=O)CN1
Lowest unoccupied orbital energy   0.445 eV



Here is how they stack up, most stable first: i, iii, ii.



## i
Entry from the OMol25 dataset: a molecular structure, C38H32BrCl2N4O6Sr (ωB97M-V with the def2-TZVPD basis set).

Structure (XYZ):
```
84
Properties=species:S:1:pos:R:3
Sr -0.18 -0.14 0.35
Br 5.24 -0.01 5.84
C 3.69 0.11 4.74
C 2.41 0.06 5.31
C 1.29 0.17 4.52
C 1.37 0.33 3.11
O 0.31 0.55 2.42
C 2.69 0.29 2.54
C 3.04 0.30 1.10
N 2.30 -0.05 0.12
C 2.83 -0.14 -1.21
C 4.16 -0.24 -1.50
C 4.63 -0.27 -2.84
C 3.76 -0.18 -3.88
C 2.36 -0.12 -3.62
C 1.40 -0.03 -4.66
C 0.07 0.00 -4.37
C -0.32 -0.11 -3.01
N 0.54 -0.19 -2.04
C 1.89 -0.15 -2.31
C 3.81 0.23 3.38
H 2.31 -0.04 6.38
H 0.30 0.16 4.95
H 4.07 0.62 0.92
H 4.88 -0.30 -0.69
H 5.69 -0.34 -3.02
H 4.12 -0.17 -4.90
H 1.74 0.02 -5.69
H -0.67 0.09 -5.14
H -1.37 -0.13 -2.74
H 4.80 0.27 2.93
C 3.99 6.39 0.42
C 3.52 5.46 1.49
C 4.23 5.27 2.66
C 3.77 4.41 3.64
Cl 4.70 4.21 5.12
C 2.61 3.69 3.46
C 1.87 3.85 2.28
C 2.32 4.75 1.32
O 1.66 5.03 0.17
C 0.41 4.39 -0.05
C 0.46 2.94 -0.52
O 1.39 2.64 -1.28
O -0.48 2.18 -0.11
H 5.00 6.75 0.64
H 3.34 7.26 0.32
H 3.99 5.91 -0.56
H 5.17 5.81 2.81
H 2.28 2.99 4.21
H 0.98 3.25 2.13
H -0.02 4.97 -0.88
H -0.24 4.50 0.82
N -2.89 0.16 0.14
C -4.04 0.10 0.08
N -5.36 0.04 0.02
C -6.19 -0.10 1.22
C -7.13 1.09 1.34
C -7.93 1.28 0.05
C -7.01 1.41 -1.16
C -6.06 0.23 -1.25
H -5.53 -0.21 2.08
H -6.76 -1.03 1.12
H -6.54 1.98 1.54
H -7.79 0.94 2.20
H -8.57 2.15 0.14
H -8.59 0.41 -0.09
H -6.42 2.33 -1.07
H -7.58 1.49 -2.08
H -5.32 0.34 -2.04
H -6.63 -0.69 -1.47
Cl 1.16 -8.78 -0.12
C 0.78 -7.07 0.07
C 1.63 -6.26 0.81
C 1.32 -4.92 0.95
C 0.19 -4.38 0.36
C -0.64 -5.21 -0.39
C -0.36 -6.56 -0.53
C -0.09 -2.91 0.52
O 0.58 -2.29 1.38
O -0.97 -2.39 -0.24
H 2.52 -6.69 1.26
H 1.95 -4.26 1.54
H -1.51 -4.77 -0.87
H -1.00 -7.21 -1.10
```

Charge   -1
Lowest unoccupied orbital energy   2.039 eV



## ii
Entry from the OMol25 dataset: a molecular structure, C38H32BrCl2N4O6Sr (ωB97M-V with the def2-TZVPD basis set).

Structure (XYZ):
```
84
Properties=species:S:1:pos:R:3
Sr -0.29 0.64 1.02
Br 6.78 -1.49 -1.32
C 5.23 -1.10 -0.29
C 5.35 -0.30 0.84
C 4.24 -0.01 1.60
C 2.93 -0.47 1.25
O 1.94 -0.17 1.97
C 2.85 -1.33 0.09
C 1.67 -2.05 -0.28
N 0.47 -1.84 0.14
C -0.48 -2.82 -0.07
C -0.21 -4.17 0.05
C -1.23 -5.12 -0.10
C -2.52 -4.74 -0.37
C -2.84 -3.37 -0.49
C -4.15 -2.91 -0.75
C -4.38 -1.57 -0.86
C -3.29 -0.68 -0.68
N -2.07 -1.08 -0.43
C -1.82 -2.40 -0.33
C 4.01 -1.62 -0.64
H 6.31 0.10 1.13
H 4.32 0.63 2.47
H 1.86 -2.89 -0.97
H 0.78 -4.49 0.32
H -0.99 -6.17 0.00
H -3.31 -5.47 -0.48
H -4.94 -3.63 -0.87
H -5.36 -1.16 -1.06
H -3.43 0.39 -0.75
H 3.93 -2.28 -1.50
C 5.89 3.06 -0.66
C 5.54 3.27 0.77
C 6.45 3.02 1.79
C 6.07 3.18 3.11
Cl 7.24 2.87 4.37
C 4.79 3.56 3.45
C 3.86 3.80 2.45
C 4.24 3.68 1.12
O 3.44 3.96 0.08
C 2.07 4.22 0.32
C 1.28 2.94 0.64
O 1.32 2.06 -0.24
O 0.66 2.85 1.73
H 6.91 2.68 -0.76
H 5.80 3.98 -1.24
H 5.21 2.33 -1.11
H 7.45 2.70 1.55
H 4.52 3.67 4.48
H 2.84 4.05 2.71
H 1.72 4.60 -0.64
H 1.94 4.99 1.09
N -1.00 -1.12 3.03
C -0.69 -0.50 3.96
N -0.23 0.30 4.90
C 1.23 0.35 5.11
C 1.63 1.78 5.41
C 0.80 2.36 6.55
C -0.69 2.28 6.23
C -1.09 0.84 5.94
H 1.70 -0.01 4.19
H 1.49 -0.32 5.94
H 1.48 2.36 4.50
H 2.69 1.80 5.66
H 1.08 3.40 6.75
H 1.00 1.80 7.48
H -0.91 2.88 5.35
H -1.29 2.66 7.06
H -2.12 0.79 5.57
H -1.02 0.22 6.84
Cl -7.10 6.43 1.33
C -5.81 5.25 1.24
C -5.35 4.68 2.42
C -4.33 3.75 2.34
C -3.77 3.40 1.12
C -4.25 4.00 -0.04
C -5.28 4.92 0.01
C -2.65 2.37 1.05
O -2.43 1.70 2.07
O -2.04 2.26 -0.04
H -5.78 4.97 3.36
H -3.95 3.26 3.23
H -3.78 3.72 -0.98
H -5.66 5.39 -0.89
```

Charge   -1
Lowest unoccupied orbital energy   2.145 eV



Here is how they stack up, most stable first: ii, i.



## i
Entry from the OMol25 dataset: a molecular structure, C32H31ClN3O5SSeSiW (ωB97M-V with the def2-TZVPD basis set).

Structure (XYZ):
```
76
Properties=species:S:1:pos:R:3
W 0.49 -0.02 0.22
Cl -3.90 4.49 3.82
C -2.75 3.69 2.80
C -1.53 4.30 2.53
C -0.61 3.65 1.71
C -0.91 2.41 1.18
O -0.02 1.79 0.40
C -2.13 1.80 1.45
C -2.43 0.42 0.97
N -1.65 -0.06 -0.23
C -2.14 -0.92 -1.21
C -3.44 -1.19 -1.47
C -3.78 -2.10 -2.51
C -2.81 -2.71 -3.25
C -1.44 -2.44 -2.99
C -0.38 -3.02 -3.71
C 0.90 -2.69 -3.37
C 1.13 -1.80 -2.31
N 0.17 -1.25 -1.63
C -1.11 -1.55 -1.96
C -3.05 2.45 2.26
H -1.31 5.27 2.95
H 0.35 4.09 1.49
H -3.47 0.13 1.01
H -4.23 -0.70 -0.91
H -4.82 -2.31 -2.71
H -3.08 -3.41 -4.03
H -0.58 -3.71 -4.52
H 1.75 -3.12 -3.90
H 2.14 -1.54 -2.01
H -4.01 1.99 2.49
O 3.04 1.86 0.58
C 2.68 1.09 -0.26
O 2.41 -0.23 -0.07
C 2.30 1.44 -1.68
C 3.21 1.77 -2.70
C 2.73 1.83 -3.97
C 1.35 1.65 -4.21
C 0.78 1.73 -5.51
C -0.56 1.60 -5.68
C -1.41 1.43 -4.56
C -0.89 1.33 -3.30
C 0.51 1.40 -3.10
N 1.03 1.22 -1.85
H 4.25 1.93 -2.46
H 3.40 2.02 -4.81
H 1.44 1.91 -6.35
H -0.99 1.67 -6.67
H -2.48 1.38 -4.70
H -1.53 1.25 -2.43
C 1.92 -4.14 1.62
S 0.42 -3.17 1.59
C -0.57 -4.30 0.61
O 0.85 -2.09 0.59
H 1.74 -5.04 2.22
H 2.69 -3.53 2.09
H 2.21 -4.40 0.60
H -0.47 -5.30 1.03
H -0.19 -4.26 -0.41
H -1.60 -3.96 0.66
C 0.46 2.19 5.04
Si 1.63 0.82 4.67
C 3.35 1.34 4.33
C 1.41 -0.69 5.68
Se 0.92 0.09 2.54
H 0.56 2.54 6.07
H -0.57 1.86 4.87
H 0.66 3.03 4.37
H 3.87 1.67 5.23
H 3.34 2.16 3.60
H 3.91 0.51 3.88
H 1.66 -0.51 6.73
H 2.05 -1.49 5.30
H 0.37 -1.02 5.62
O -1.73 -1.86 1.45
C -1.48 -0.69 1.20
```

Charge   +1
2S+1   3
Lowest unoccupied orbital energy (alpha / beta)   -3.184 / -4.244 eV



## ii
Entry from the OMol25 dataset: a molecular structure, C32H31ClN3O5SSeSiW (ωB97M-V with the def2-TZVPD basis set).

Structure (XYZ):
```
76
Properties=species:S:1:pos:R:3
W 0.31 0.11 0.30
Cl 0.32 6.69 2.92
C 0.60 5.02 2.57
C 1.90 4.57 2.37
C 2.14 3.24 2.10
C 1.08 2.34 1.99
O 1.31 1.04 1.75
C -0.23 2.80 2.18
C -1.34 1.89 2.13
N -1.33 0.74 1.55
C -2.52 -0.03 1.63
C -3.75 0.56 1.35
C -4.92 -0.15 1.59
C -4.86 -1.43 2.10
C -3.63 -2.06 2.35
C -3.55 -3.35 2.94
C -2.31 -3.84 3.32
C -1.16 -3.15 3.04
N -1.19 -1.95 2.33
C -2.43 -1.35 2.07
C -0.46 4.15 2.50
H 2.72 5.27 2.44
H 3.16 2.88 1.98
H -2.25 2.19 2.64
H -3.77 1.56 0.94
H -5.88 0.31 1.38
H -5.77 -1.98 2.32
H -4.46 -3.89 3.15
H -2.22 -4.78 3.85
H -0.18 -3.50 3.30
H -1.47 4.50 2.67
O -1.05 2.29 -2.77
C -0.33 1.92 -1.88
O -0.69 1.64 -0.65
C 1.17 1.81 -2.06
C 1.79 2.28 -3.23
C 3.15 2.24 -3.28
C 3.88 1.76 -2.17
C 5.30 1.76 -2.17
C 5.99 1.32 -1.08
C 5.28 0.88 0.06
C 3.92 0.86 0.09
C 3.18 1.29 -1.04
N 1.80 1.30 -1.03
H 1.17 2.67 -4.02
H 3.68 2.59 -4.16
H 5.82 2.12 -3.05
H 7.07 1.33 -1.08
H 5.84 0.56 0.94
H 3.39 0.53 0.97
C 3.53 -3.00 0.59
S 2.03 -2.64 -0.30
C 2.64 -2.77 -1.96
O 1.94 -1.09 -0.14
H 3.83 -4.02 0.35
H 3.29 -2.91 1.65
H 4.29 -2.28 0.30
H 2.86 -3.82 -2.16
H 3.53 -2.15 -2.08
H 1.84 -2.43 -2.62
C -3.55 0.43 -2.53
Si -2.92 -1.30 -2.34
C -2.46 -2.07 -3.98
C -4.07 -2.38 -1.37
Se -0.86 -1.42 -1.24
H -4.52 0.38 -3.03
H -2.89 1.06 -3.12
H -3.70 0.93 -1.56
H -3.37 -2.24 -4.56
H -1.96 -3.02 -3.84
H -1.82 -1.41 -4.56
H -5.02 -2.45 -1.91
H -4.27 -1.96 -0.39
H -3.67 -3.39 -1.25
O 1.04 -2.08 2.15
C 0.03 -1.51 1.79
```

Charge   +1
2S+1   3
Lowest unoccupied orbital energy (alpha / beta)   -4.123 / -3.728 eV



Here is how they stack up, most stable first: ii, i.



## i
Entry from the OMol25 dataset: 2 unconnected molecules or ions with the total composition C3H5ClO2S (ωB97M-V with the def2-TZVPD basis set).

Structure (XYZ):
```
12
Properties=species:S:1:pos:R:3
C 0.18 0.38 -0.16
C 1.19 1.50 -0.34
C 0.59 -0.87 0.17
O -2.88 -1.18 -0.85
O -3.48 -0.32 1.32
S -2.96 -0.01 -0.02
Cl 2.39 -1.65 0.33
H 1.64 1.45 0.70
H 0.66 2.37 -0.66
H 2.01 1.19 -1.09
H 0.34 -1.21 1.15
H 0.31 -1.64 -0.56
```

Charge   0
Lowest unoccupied orbital energy   -1.081 eV



## ii
Entry from the OMol25 dataset: 2 unconnected molecules or ions with the total composition C3H5ClO2S (ωB97M-V with the def2-TZVPD basis set).

Structure (XYZ):
```
12
Properties=species:S:1:pos:R:3
C 0.78 -0.58 0.55
C -0.77 1.36 0.71
C 0.54 0.74 0.08
O 1.00 -3.06 0.59
O 0.53 0.97 -1.33
S 0.10 -2.02 0.24
Cl -1.24 -3.73 -1.65
H -1.53 0.69 0.72
H -1.07 2.10 -0.19
H -0.52 1.77 1.70
H 1.25 1.47 0.50
H 0.92 0.28 -1.90
```

Charge   0
Lowest unoccupied orbital energy (alpha / beta)   -3.951 / -3.946 eV



Here is how they stack up, most stable first: i, ii.